[1]
Formula: C45H111N3O12S9
Source: the OMol25 dataset
Level of theory: ωB97M-V with the def2-TZVPD basis set

Calculated values
LUMO level (hartree): 0.005
HOMO (eV): -7.788

CARTESIAN COORDINATES (ANGSTROEM)
H -0.19 1.78 -5.07
C 2.26 -2.97 6.57
C 2.77 4.28 -2.35
H 2.51 -2.17 7.27
O 4.55 1.65 3.61
H 2.58 1.15 -3.85
H -6.15 0.84 2.40
H -1.27 -4.50 -4.66
C -4.23 -6.83 1.33
H -1.19 0.28 -0.62
H -2.30 1.84 1.09
H 6.76 1.83 -1.32
C -2.34 -1.14 -3.92
C 2.34 3.53 -6.46
H -5.28 -7.04 1.13
H -4.45 -5.34 5.51
H -2.39 -0.06 -3.95
H -0.02 2.53 0.31
C 3.68 2.98 -5.84
C -4.77 -1.66 -4.36
H -4.52 -2.21 -1.51
O 3.70 -2.13 4.55
C -3.35 -4.44 -4.43
O 4.53 -0.36 -0.78
C -1.58 3.70 4.37
H -1.44 -1.25 -3.32
H 3.04 -3.71 6.74
H 3.89 4.71 -4.66
H -1.95 -4.92 2.24
H -3.57 -5.44 3.97
O 6.22 4.88 -0.90
H 1.28 8.07 0.71
H 0.12 1.63 -6.75
H -6.01 0.11 0.79
H 2.56 1.47 5.86
H -3.60 -7.62 0.92
H -0.22 4.85 1.51
S 6.77 3.85 0.11
C -0.02 4.24 -6.16
O -4.37 -4.10 1.22
C 5.77 -0.88 -3.08
H 4.63 3.16 -4.00
S -1.97 -5.16 5.79
C -4.60 -3.96 -5.25
H -2.29 -0.55 0.47
C -1.95 -5.24 1.20
H -2.81 -2.91 4.86
H -4.84 -0.58 -4.44
H 4.47 4.52 4.56
C 1.39 0.90 3.05
H 2.28 3.08 -7.45
C 3.80 3.84 5.08
C -4.20 2.60 4.08
C 2.59 3.33 -3.54
H 1.99 -4.13 3.09
C -0.08 1.97 1.24
H 2.59 2.81 1.28
H -1.31 -4.54 0.65
H 2.93 5.28 -2.76
S 5.22 -1.53 -1.44
H -4.67 -0.54 -2.06
H 5.49 5.08 1.72
H -2.82 -6.08 -3.10
H 6.56 -0.13 -3.01
H 3.65 4.02 -1.77
H -3.72 -6.83 5.08
H -0.69 4.22 4.03
C 1.19 1.07 1.52
C -3.57 -5.75 5.02
H -0.12 2.71 2.04
O -3.62 5.28 3.73
H 2.33 1.93 -0.17
C -5.45 0.43 1.67
H 0.07 4.33 -7.24
H -5.05 2.42 3.42
H -6.52 -2.45 1.99
H -6.48 -1.76 3.60
H -1.78 4.06 5.38
S -3.72 -5.27 0.50
O 1.91 6.29 3.02
C -3.63 -5.80 -3.78
H -1.13 -3.32 4.29
H 0.24 -2.34 2.26
H 3.42 -3.03 -0.80
H 3.73 0.14 5.85
H -4.70 -4.58 -6.14
H 1.28 -3.29 6.91
S 2.23 -2.47 4.77
H -5.64 -1.99 -3.80
C 1.11 3.35 -5.62
H 5.10 2.24 -0.82
H -0.64 -1.00 2.97
H 4.55 3.01 -6.50
C 6.15 2.22 -0.51
H 0.29 5.30 -0.10
H -1.47 -2.21 1.99
C -5.85 -2.16 2.80
H -4.04 -2.16 -6.37
H -1.99 -3.58 -6.02
C -1.33 -0.04 0.41
H -3.95 -6.83 2.38
S 4.72 2.28 5.01
H -0.98 3.74 -6.01
H -4.76 1.25 1.48
H 1.73 1.58 -2.44
H 1.88 4.21 -1.72
C -4.79 -2.48 -5.65
C 3.61 1.21 6.02
H -2.92 -3.60 -1.61
H -5.51 -4.27 -4.73
C -2.11 -4.43 -5.35
C -0.19 -2.10 -0.32
H -1.21 -2.46 -0.49
H -0.32 6.57 0.96
H 2.01 7.03 -0.54
H 2.70 -0.88 0.24
H -3.06 -1.12 -1.51
C 1.91 -4.15 4.18
N 1.33 3.73 -4.20
H -4.57 -5.85 -3.23
C 3.77 3.64 -4.47
H 0.96 -4.55 4.55
C 2.42 1.81 0.91
O -2.37 -3.81 -2.36
C 2.59 1.88 -3.04
H 3.35 1.27 1.08
H 0.45 -2.94 -0.07
H -5.34 -2.98 3.31
H -4.51 3.02 5.03
H 2.80 3.83 4.64
H -5.72 -2.26 -6.18
C 0.58 1.94 -5.81
C 3.78 -2.62 -1.75
C -1.87 -3.40 5.09
H -0.14 4.55 -3.32
C 0.26 5.65 0.94
H 5.00 -0.41 -3.69
H 2.10 0.12 3.33
H 3.40 1.67 -2.35
N 1.10 -0.22 0.80
H 2.70 -4.85 4.45
H 3.83 -3.45 -2.45
H 6.22 -1.58 -3.79
C -3.99 -1.40 -2.01
C -1.44 1.19 1.28
N -3.29 -3.42 -3.29
H 1.37 1.24 -5.54
O 0.14 3.64 -3.43
H 5.95 3.33 2.24
H 3.86 1.44 7.06
H -1.37 2.64 4.26
C -3.56 -1.96 -3.43
H 3.00 7.93 0.75
S 1.97 5.85 1.55
H -3.71 -6.70 -4.39
H -1.37 -6.16 1.09
H 4.62 3.66 1.12
H -1.93 -1.50 -4.87
H 3.71 1.90 -5.69
C -0.16 -0.99 0.76
S -4.50 -1.07 2.23
H 2.52 4.60 -6.44
H 0.39 0.82 3.48
H 0.05 5.26 -5.80
O -0.79 -5.94 5.25
O 2.22 -1.03 1.05
C 2.09 7.38 0.48
H -3.57 1.72 4.25
H -1.36 -2.91 5.91
H -1.74 0.88 2.28
H 3.09 -1.89 -2.18
H 0.29 -1.81 -1.26
O -3.72 -0.61 3.39
C -0.56 -1.62 2.08
H -2.00 -5.25 -6.06
H 1.87 1.80 3.43
C 5.58 4.02 1.48
S -3.11 3.92 3.30
H 6.08 1.53 0.33
H 3.93 4.11 6.13

[2]
Formula: H21O10
Source: the OMol25 dataset
Level of theory: ωB97M-V with the def2-TZVPD basis set

Calculated values
LUMO level (hartree): -0.128
HOMO (eV): -14.511
Net charge: +1

CARTESIAN COORDINATES (ANGSTROEM)
H 0.16 -1.93 -1.30
O -0.03 -1.54 3.04
O -0.27 -0.28 -3.15
H -0.32 -0.41 0.79
H 1.59 -1.08 -1.25
O -0.39 -2.54 -0.12
H 0.23 0.53 -3.31
H 0.97 -1.08 -2.64
H 3.16 0.64 -1.02
H -0.98 0.14 -0.41
H 1.90 2.01 0.43
O 3.02 -0.25 -0.87
H 0.20 2.35 0.61
H -2.85 1.07 3.00
H 0.31 -2.06 2.39
H 2.76 -0.19 0.21
O 1.17 -1.87 -1.86
H -1.32 -2.45 -0.23
H -2.89 0.04 1.80
O -2.56 0.94 2.15
O 2.83 1.86 0.43
H -0.23 -3.51 0.13
H 0.32 -0.87 3.66
H -2.61 1.08 -0.34
O -2.69 0.44 -1.06
O 0.33 3.11 1.03
H 3.33 2.42 1.04
H -0.47 3.68 1.24
H -1.27 -0.01 -3.39
H -3.28 -0.25 -0.91
O -0.12 -0.01 -0.09

[3]
Formula: C24H21F4N2
Source: the OMol25 dataset
Level of theory: ωB97M-V with the def2-TZVPD basis set

Calculated values
LUMO level (hartree): -0.122
HOMO (eV): -12.106
Net charge: +1
Structure (SMILES): Fc1cc(F)cc(C(c2cc(F)cc(F)c2)[n+]2cc3c4c(c2)CCCN4CCC3)c1

CARTESIAN COORDINATES (ANGSTROEM)
H -2.36 0.12 1.41
C 0.42 -0.62 -1.76
H -2.03 -3.93 -2.18
H 0.83 1.39 -1.07
H 4.96 3.47 2.42
C -0.05 -1.91 -1.39
H -1.03 -2.27 -4.13
H -0.56 -1.18 1.90
H 2.50 0.00 1.61
C -0.96 -4.11 -2.00
C 3.82 1.66 1.99
H 0.90 3.96 1.01
C 1.47 1.91 1.51
C -0.78 -4.56 -0.56
C -2.58 3.89 2.13
C 1.67 3.29 1.39
C -1.01 -3.41 0.43
C 0.83 -0.34 -3.17
C 2.59 1.09 1.68
H 0.08 0.32 -3.64
C -2.39 1.19 1.61
C 1.01 -1.61 -4.01
C 0.12 1.19 1.51
H -1.47 -5.38 -0.33
H 0.24 -4.94 -0.42
H -4.71 3.60 2.39
C -1.32 3.32 1.92
H 0.14 -3.58 -4.23
H -0.45 3.96 2.02
C -0.07 -2.63 -3.73
H -2.09 -3.28 0.60
H 1.77 0.23 -3.16
H -0.57 -3.67 1.39
H 0.15 0.63 2.46
C -0.32 -1.07 0.85
C 0.47 0.39 -0.81
H 1.01 -1.35 -5.07
C 4.01 3.04 2.10
C 2.92 3.82 1.76
F -2.65 5.25 2.33
C -3.75 3.15 2.15
C -0.43 -2.11 -0.04
H 1.99 -2.05 -3.78
C -3.62 1.79 1.88
N 0.09 0.17 0.48
N -0.19 -2.91 -2.31
C -1.21 1.95 1.63
F 3.05 5.19 1.81
H -0.64 -4.90 -2.69
F 4.89 0.83 2.19
F -4.74 0.99 1.90

| no. | Kohn-Sham gap (eV) | E (eV) |
| --- | --- | --- |
| 1 | 7.926 | -175008.45803 |
| 2 | 11.041 | -20806.45516 |
| 3 | 8.789 | -39073.36905 |